C47H33MoN5O2P2S6Se2 | wB97M-V/def2-TZVPD

Last column: Löwdin spin population.
Element x y z (Å)
1 Mo -0.09404 -1.14545 -1.72388  0.0417
2 S 2.69209 1.69819 -4.46323  0.5894
3 C 1.59443 1.00669 -3.42134  0.0159
4 S 2.10274 0.94024 -1.81307  0.2684
5 S 0.07724 0.38157 -3.84603  0.0634
6 Se -4.27049 2.68124 1.94120  0.0031
7 P -2.26093 3.26400 1.73344  0.0001
8 C -1.46447 3.62120 3.33393  0.0000
9 C -0.19038 4.17914 3.38409  0.0000
10 C 0.35244 4.53756 4.60825  0.0000
11 C -0.36959 4.34878 5.77777  0.0000
12 C -1.64355 3.80075 5.72691  0.0000
13 C -2.19357 3.44416 4.50560  0.0000
14 C -2.00229 4.85043 0.88176  0.0001
15 C -1.34990 5.01732 -0.33245  0.0002
16 C -1.21375 6.29393 -0.86259  0.0000
17 C -1.72323 7.39231 -0.18950  0.0000
18 C -2.38686 7.22362 1.01922  0.0000
19 C -2.52935 5.95512 1.55189  0.0000
20 C -1.39482 2.02957 0.72437  0.0060
21 C -0.52949 0.92830 0.72884  0.0070
22 N -0.63952 0.41626 -0.53257  0.0242
23 N -1.50155 1.12721 -1.24224  0.0094
24 N -1.96840 2.07987 -0.51059  0.0118
25 P 0.66028 0.13013 1.85300  0.0056
26 Se 1.99070 -1.23450 0.89444  0.0519
27 C -0.27786 -0.65016 3.19583  0.0005
28 C -1.10580 0.12376 4.00068  -0.0001
29 C -1.85298 -0.47323 5.00100  0.0002
30 C -1.77729 -1.84557 5.19391  -0.0001
31 C -0.94554 -2.61714 4.39553  0.0002
32 C -0.19082 -2.02274 3.39516  0.0007
33 C 1.65164 1.49093 2.51421  0.0006
34 C 2.14710 2.42771 1.60947  0.0004
35 C 3.08296 3.35769 2.02747  0.0000
36 C 3.53362 3.34525 3.34188  0.0005
37 C 3.04181 2.40877 4.23840  -0.0001
38 C 2.09848 1.47876 3.82914  0.0007
39 H 0.37675 4.34417 2.47630  0.0000
40 H 1.34073 4.97533 4.64581  0.0000
41 H 0.05628 4.64372 6.72848  0.0000
42 H -2.21674 3.66547 6.63516  0.0000
43 H -3.18914 3.02081 4.44602  0.0001
44 H -0.96210 4.16641 -0.87412  0.0001
45 H -0.70801 6.42633 -1.81031  0.0000
46 H -1.60721 8.38362 -0.60850  0.0000
47 H -2.79302 8.07837 1.54395  0.0000
48 H -3.05885 5.80467 2.48561  0.0000
49 H -1.16646 1.18947 3.84632  0.0000
50 H -2.49823 0.13542 5.62125  0.0000
51 H -2.37098 -2.31521 5.96757  0.0000
52 H -0.88640 -3.68737 4.54333  0.0000
53 H 0.45769 -2.61990 2.76690  0.0007
54 H 1.81572 2.42154 0.57902  0.0000
55 H 3.47402 4.07551 1.31816  0.0000
56 H 4.27312 4.06633 3.66608  0.0000
57 H 3.40264 2.38821 5.25882  0.0000
58 H 1.70954 0.74443 4.52425  0.0000
59 O -1.20070 -2.78621 0.43163  0.4170
60 N -0.70304 -2.12433 -0.37558  0.3552
61 N -6.34204 -3.44250 -5.25306  -0.0009
62 C -5.38919 -3.07225 -4.72715  -0.0002
63 C -4.20354 -2.61872 -4.06743  -0.0018
64 C -4.24523 -2.24429 -2.72489  0.0004
65 C -3.08890 -1.82679 -2.09234  -0.0013
66 C -1.86549 -1.76220 -2.76651  0.0020
67 C -1.85251 -2.12962 -4.11345  -0.0016
68 C -2.99792 -2.55210 -4.76380  0.0005
69 H -5.17994 -2.29711 -2.18345  0.0000
70 H -3.15484 -1.54482 -1.04752  -0.0002
71 H -0.92956 -2.07743 -4.67710  -0.0003
72 H -2.96239 -2.82868 -5.80885  0.0001
73 O 1.09634 -2.13174 -2.52794  0.1064
74 C 1.91880 -3.25691 -2.86494  0.0108
75 C 1.56737 -4.36138 -1.88262  0.0051
76 C 0.30838 -4.72517 -1.50472  0.0018
77 C 0.30584 -5.81980 -0.60332  0.0006
78 C 1.56026 -6.26839 -0.33273  0.0000
79 S 2.76079 -5.36052 -1.15228  0.0014
80 C 1.53118 -3.68306 -4.27148  -0.0001
81 C 1.04039 -4.88240 -4.68850  0.0003
82 C 0.83497 -4.92935 -6.09319  0.0001
83 C 1.17949 -3.76869 -6.70872  0.0003
84 S 1.76122 -2.59855 -5.59891  0.0009
85 C 3.41504 -2.99183 -2.83509  0.0004
86 C 4.33690 -3.59544 -3.64287  0.0000
87 C 5.66974 -3.26650 -3.29682  0.0000
88 C 5.73526 -2.42928 -2.22906  0.0001
89 S 4.18307 -2.02789 -1.63358  -0.0005
90 H -0.58322 -4.24471 -1.88594  0.0008
91 H -0.59499 -6.24742 -0.18770  0.0001
92 H 1.85551 -7.08126 0.31085  0.0000
93 H 0.83954 -5.70820 -4.02244  0.0000
94 H 0.45464 -5.79653 -6.61287  0.0000
95 H 1.12444 -3.51885 -7.75624  0.0000
96 H 4.07491 -4.25742 -4.45546  0.0000
97 H 6.53517 -3.64166 -3.82308  0.0000
98 H 6.60583 -1.99900 -1.76085  0.0000

Summary:
Energy relative to the best compared isomer or geometry (same formula, charge and spin) ... 1.6131 eV
<S²> ... 2.053
Total charge ... 0
HOMO-LUMO gap (spin up / spin down) ... 6.6 / 5.0 eV
Energy ... -10177.8846 Eh
Multiplicity ... 3

=====

C47H34As2N8O7S4W | wB97M-V/def2-TZVPD

Last column: Löwdin spin population.
Element x y z (Å)
1 W 0.18351 -0.82416 -0.42579  0.8146
2 S -1.87606 -1.31129 -1.86664  0.0123
3 C -2.02099 -0.17396 -3.15241  0.0057
4 C -3.09378 -0.24870 -4.03942  -0.0003
5 C -3.20671 0.66447 -5.07295  0.0072
6 C -4.33455 0.57252 -5.96461  0.0010
7 N -5.24373 0.47654 -6.65976  0.0034
8 C -2.23537 1.66460 -5.23468  -0.0013
9 C -1.17361 1.74302 -4.34762  0.0090
10 C -1.06973 0.83089 -3.29909  0.0034
11 S 0.24345 0.94193 -2.17343  0.0690
12 C -2.33094 2.62004 -6.30767  -0.0004
13 N -2.39575 3.39627 -7.15168  -0.0018
14 H -3.84813 -1.01381 -3.91486  -0.0004
15 H -0.42599 2.51498 -4.47183  0.0000
16 N -1.34396 -1.16187 2.64333  0.0046
17 C -1.70861 -2.18822 1.77223  0.0047
18 N -1.05926 -2.30500 0.61933  0.0056
19 C -0.98428 -3.60548 0.17283  0.0013
20 C -1.67594 -4.48590 0.94148  -0.0006
21 S -2.32820 -3.70170 2.28623  0.0001
22 C -0.19181 -3.81520 -1.01713  0.0014
23 C -0.06466 -4.92844 -1.74770  0.0046
24 S 0.93641 -4.61002 -3.11775  0.0010
25 C 1.06913 -2.89582 -2.68660  0.0033
26 N 0.48442 -2.68200 -1.45474  0.0041
27 N 1.61340 -2.02315 -3.45237  0.0007
28 H -0.40441 -1.31992 3.00039  0.0001
29 H -1.99544 -0.94794 3.38404  0.0001
30 H -1.80652 -5.54139 0.77658  -0.0001
31 H -0.50279 -5.89501 -1.57051  0.0003
32 H 1.91910 -2.45166 -4.32128  0.0000
33 H 2.44440 -0.46299 -3.18741  0.0045
34 O 1.67212 -3.78823 1.41290  -0.0062
35 C 1.97661 -2.73016 0.91676  0.0025
36 O 1.29202 -1.59987 1.13512  0.0244
37 C 3.15307 -2.53835 0.03669  0.0027
38 C 4.25849 -3.36342 0.19827  0.0693
39 C 5.35386 -3.14126 -0.60375  0.0060
40 C 5.35936 -2.17828 -1.59559  0.0758
41 C 4.23858 -1.38096 -1.77894  -0.0027
42 C 3.11896 -1.51675 -0.92081  0.0396
43 O 2.10351 -0.67774 -1.04994  0.0360
44 N 4.30235 -0.43079 -2.81557  0.3382
45 O 5.36621 -0.16223 -3.40139  0.3985
46 O 3.17376 0.22617 -3.21844  0.0670
47 N 6.56559 -3.95708 -0.40487  -0.0017
48 O 6.57288 -4.72693 0.53573  0.0002
49 O 7.48058 -3.81044 -1.18850  -0.0053
50 H 4.25214 -4.14891 0.93879  0.0035
51 H 6.21225 -2.04803 -2.24287  0.0060
52 C 0.23628 2.93074 0.72057  -0.0016
53 C -1.13535 2.73459 0.06289  0.0039
54 As -1.89709 0.97134 0.40532  -0.0039
55 C -2.86163 1.41998 2.07172  -0.0043
56 C -2.80751 2.66719 2.67988  -0.0004
57 C -3.60864 2.95946 3.78005  -0.0002
58 C -4.48750 2.01564 4.28084  0.0001
59 C -4.55940 0.76699 3.67597  -0.0001
60 C -3.75331 0.47879 2.58753  -0.0002
61 C -3.53613 1.07468 -0.64422  0.0003
62 C -4.42928 0.00486 -0.65228  0.0006
63 C -5.60934 0.08553 -1.36972  0.0006
64 C -5.90960 1.23507 -2.09469  -0.0003
65 C -5.02914 2.30089 -2.08591  0.0007
66 C -3.84296 2.22326 -1.35990  -0.0003
67 As 1.22341 1.25586 0.97276  -0.0054
68 C 3.05310 1.87457 0.98365  -0.0026
69 C 4.01154 1.44970 0.07647  0.0004
70 C 5.32823 1.87813 0.20399  0.0001
71 C 5.68057 2.73698 1.23140  0.0000
72 C 4.71323 3.18830 2.12193  -0.0002
73 C 3.40217 2.75866 2.00475  -0.0007
74 C 1.09789 0.92293 2.88411  0.0007
75 C 2.00755 0.00968 3.42189  -0.0003
76 C 1.91938 -0.36510 4.75295  0.0002
77 C 0.92710 0.17252 5.56696  -0.0002
78 C 0.04268 1.10320 5.04624  0.0001
79 C 0.13427 1.47583 3.70912  0.0000
80 H 0.17439 3.42833 1.68921  -0.0003
81 H 0.86304 3.54227 0.07103  0.0001
82 H -1.02180 2.79405 -1.01423  0.0021
83 H -1.84995 3.49772 0.36051  -0.0002
84 H -2.13565 3.43723 2.32948  0.0000
85 H -3.54275 3.93835 4.23746  0.0000
86 H -5.11607 2.24965 5.12949  0.0000
87 H -5.25581 0.02297 4.04077  0.0000
88 H -3.84224 -0.49952 2.12739  0.0000
89 H -4.19672 -0.90909 -0.11981  0.0005
90 H -6.29083 -0.75528 -1.37894  0.0000
91 H -6.82764 1.29384 -2.66415  0.0000
92 H -5.25200 3.19716 -2.64995  0.0001
93 H -3.16788 3.06602 -1.38033  -0.0001
94 H 3.73635 0.81459 -0.74489  -0.0003
95 H 6.06798 1.53793 -0.50914  0.0003
96 H 6.70638 3.06392 1.33851  0.0000
97 H 4.98219 3.87166 2.91695  0.0000
98 H 2.66204 3.10255 2.71735  -0.0001
99 H 2.78288 -0.41740 2.79895  0.0001
100 H 2.62572 -1.07921 5.15554  0.0000
101 H 0.85520 -0.12654 6.60447  0.0000
102 H -0.72509 1.54229 5.67108  0.0000
103 H -0.56722 2.19787 3.32691  0.0000

Summary:
Energy relative to the best compared isomer or geometry (same formula, charge and spin) ... 1.3679 eV
<S²> ... 2.027
Total charge ... 0
HOMO-LUMO gap (spin up / spin down) ... 5.8 / 6.3 eV
Energy ... -8907.4364 Eh
Multiplicity ... 3